Model one:
{
  "formula": "C40H53EuN5O4SSb",
  "method": "the ωB97M-V functional and the def2-TZVPD basis",
  "homo_ev": [-4.46, -7.12],
  "mol_weight_g_mol": 973.686,
  "charge": 0,
  "homo_lumo_gap_ev": [4.7, 5.1],
  "multiplicity": 7,
  "symbols": ["C", "C", "H", "H", "C", "C", "H", "H", "H", "O", "H", "H", "C", "H", "H", "H", "H", "N", "C", "C", "S", "C", "N", "C", "N", "H", "H", "C", "H", "C", "H", "Eu", "C", "H", "C", "C", "C", "H", "H", "C", "H", "C", "C", "Sb", "C", "H", "C", "H", "C", "C", "C", "H", "H", "C", "C", "H", "H", "H", "H", "H", "H", "O", "C", "H", "H", "H", "H", "O", "H", "H", "H", "H", "H", "C", "C", "H", "C", "H", "H", "O", "C", "C", "C", "H", "H", "C", "H", "C", "H", "H", "H", "C", "C", "H", "H", "H", "C", "C", "N", "C", "N", "H", "H", "H", "C"],
  "positions_angstrom": [[2.479, -1.758, 0.714], [-5.522, -1.197, -3.155], [-6.258, -0.345, -3.016], [-1.877, -2.374, 4.492], [1.856, -3.162, -2.593], [1.327, -1.508, -4.173], [-1.480, 0.727, 1.683], [-1.957, 2.425, 1.285], [3.341, 3.735, -4.164], [-0.954, -1.805, 0.856], [0.275, 1.656, -7.361], [5.927, 3.330, 3.420], [-1.479, 0.901, -4.513], [-5.625, -4.266, -4.550], [5.648, -1.526, -0.336], [-6.841, -2.201, -4.546], [4.574, -2.539, -2.389], [-0.771, -0.163, -4.056], [1.156, 4.145, -1.676], [-3.393, -2.372, -2.740], [-1.900, -3.026, 1.081], [-0.061, 1.169, -6.438], [-2.927, 0.008, -0.878], [1.592, 1.793, -2.007], [1.915, -2.315, -0.310], [-1.694, 2.526, -5.901], [0.487, -3.060, 3.396], [0.645, 0.081, -5.941], [-3.340, 0.133, 3.437], [2.608, -2.550, -1.501], [2.975, 1.327, -3.550], [-0.520, -0.968, -1.467], [-1.181, 1.611, -5.649], [5.150, 1.811, 4.028], [4.580, -1.702, -0.398], [3.958, -2.220, -1.542], [-1.815, 1.423, 0.868], [-3.079, -3.689, 3.105], [4.197, -0.903, 1.622], [-0.308, 2.496, -0.604], [2.288, 0.086, 4.207], [3.994, 2.907, 2.497], [1.287, 0.512, 4.411], [1.844, 3.119, 2.769], [0.542, -4.135, 3.600], [4.490, 3.347, 4.583], [1.086, 6.001, 2.257], [1.596, -0.197, -6.397], [2.562, 2.179, -2.998], [-2.227, -1.749, 3.635], [-3.926, -3.457, -3.536], [0.470, -4.258, 4.725], [2.289, 5.591, -2.826], [-3.164, 0.904, 0.328], [-0.577, -4.914, 2.886], [0.845, 0.001, 5.292], [-2.706, -0.245, 5.077], [0.646, 0.288, 3.522], [0.529, 6.887, 2.611], [-0.157, -5.925, 2.879], [-2.286, 1.188, -3.821], [2.421, -1.423, -4.774], [1.382, 5.148, 3.480], [1.385, -4.138, -2.296], [-1.473, -4.898, 3.515], [-3.667, 0.325, 1.074], [0.408, 5.516, 1.498], [1.379, 0.510, -1.856], [4.020, 2.024, 1.853], [0.616, 4.939, -1.102], [2.569, -3.366, -3.412], [0.151, -4.093, 1.092], [-5.003, 0.144, -0.974], [-4.082, -0.304, -1.384], [-4.309, -1.275, -2.442], [-4.139, -1.093, 4.468], [4.963, 2.859, 3.694], [-3.943, -2.390, 2.394], [1.556, -4.398, 3.254], [-2.170, -2.509, -2.369], [0.374, -0.485, -4.677], [-5.932, -2.262, -3.930], [1.435, 2.008, 4.672], [-1.133, -5.404, 0.899], [-1.055, 3.369, -0.478], [3.814, -1.324, 0.718], [1.870, -1.431, 1.583], [0.864, 2.794, -1.352], [-3.749, 1.733, -0.046], [-1.312, -1.302, 3.240], [0.438, 4.933, 4.069], [-3.163, -0.649, 4.152], [2.759, 3.492, -3.300], [-3.213, -4.240, -3.710], [4.266, 3.792, 1.876], [0.608, 2.563, 5.122], [-2.874, -2.692, 2.651], [-5.189, -3.417, -4.061], [0.925, -2.237, -3.169], [-0.807, -4.484, 1.441], [-0.721, 1.325, -0.183], [2.215, 5.578, 4.070], [2.303, 2.141, 5.355], [2.009, 6.308, 1.749], [2.073, 4.536, -2.639]]
}


Model two:
{
  "formula": "C40H53EuN5O4SSb",
  "method": "the ωB97M-V functional and the def2-TZVPD basis",
  "homo_ev": [-7.27, -7.27],
  "mol_weight_g_mol": 973.686,
  "charge": 0,
  "homo_lumo_gap_ev": [6.4, 7.3],
  "multiplicity": 7,
  "symbols": ["H", "C", "C", "C", "S", "C", "C", "H", "H", "C", "C", "H", "H", "H", "N", "H", "H", "C", "H", "C", "H", "H", "C", "H", "H", "H", "C", "N", "C", "C", "H", "H", "H", "H", "C", "C", "H", "H", "H", "C", "H", "N", "H", "C", "H", "O", "H", "O", "C", "N", "H", "Sb", "C", "H", "H", "C", "H", "H", "H", "C", "C", "O", "C", "C", "H", "C", "H", "H", "O", "C", "C", "C", "H", "C", "C", "C", "C", "H", "C", "C", "H", "H", "H", "C", "C", "H", "H", "H", "C", "H", "H", "H", "H", "H", "H", "H", "C", "C", "H", "N", "H", "Eu", "H", "H", "C"],
  "positions_angstrom": [[-4.454, 3.691, -1.732], [3.649, 2.270, 0.413], [-4.378, -5.298, -2.130], [-3.405, 3.285, -1.645], [4.561, -0.355, -4.067], [2.250, 3.625, 7.017], [1.256, -0.674, 1.010], [-4.140, -6.109, -1.422], [6.211, -4.142, -2.118], [-2.923, -3.467, 4.482], [3.325, 3.062, 1.538], [1.713, 5.585, 7.942], [-4.257, -2.235, 5.715], [1.954, -1.446, 1.399], [-2.137, 3.439, 4.234], [3.272, 3.542, 7.279], [-1.463, -4.244, 3.044], [-3.411, -2.258, 5.017], [3.588, 0.282, -6.225], [-0.724, 2.356, -1.653], [-4.327, -6.840, -3.532], [3.825, 4.031, 1.882], [4.035, 2.064, -5.169], [3.898, -3.168, -3.204], [6.982, -2.807, -3.000], [4.454, 2.960, -7.195], [-2.663, 3.277, -2.828], [-3.305, 2.417, 1.944], [-3.562, 3.830, 3.848], [0.447, 2.719, 5.518], [5.058, -4.174, -4.117], [-0.674, 2.915, -3.732], [-0.865, -4.698, -2.143], [0.994, -0.935, -0.039], [6.027, -3.145, -2.563], [-4.220, 2.736, 3.056], [-0.221, 5.893, 6.737], [-2.561, -3.180, -5.031], [5.934, -2.002, -5.280], [-1.184, -4.389, -1.136], [3.227, 0.393, -0.518], [0.054, -0.705, 1.838], [-0.399, -5.855, 0.292], [-0.246, 4.000, 5.697], [2.297, 1.795, 5.841], [5.776, 0.099, -3.327], [4.391, 2.528, -0.421], [0.095, -3.042, 1.663], [-2.206, -2.514, -4.310], [1.627, 1.471, 2.149], [5.338, 0.587, -6.190], [-3.284, -3.582, -1.451], [4.963, -2.096, -4.731], [-2.908, -0.189, 5.293], [-3.522, 4.720, 3.243], [-2.756, -1.070, 4.724], [-2.136, -5.518, 0.632], [-5.197, 3.050, 2.712], [-2.001, -1.560, -4.874], [-3.129, -2.133, -3.200], [-4.177, -5.743, -3.581], [0.103, 1.766, 4.727], [1.891, 0.688, 1.095], [2.199, 2.696, 2.296], [4.854, 2.572, -4.686], [4.936, -3.199, -3.646], [3.181, 2.114, -4.466], [2.829, 2.522, -6.931], [-1.055, 1.590, 0.558], [0.301, 4.984, 6.566], [-1.279, 2.859, -2.809], [3.693, 2.962, -6.408], [-4.802, -5.210, -4.346], [-0.296, -1.972, 2.186], [-1.379, -2.101, 3.189], [-1.528, 4.265, 5.003], [2.978, 1.085, 0.276], [1.823, 3.202, 3.193], [-1.354, -5.604, -0.195], [-1.968, -3.367, 3.532], [-4.491, 3.637, 0.755], [-1.610, -6.446, -0.810], [-4.179, 1.845, 3.680], [-3.619, 2.966, 0.821], [-2.839, 2.809, -0.419], [-3.155, 3.625, -3.742], [-3.133, -5.679, -3.923], [-3.247, -4.410, 4.907], [1.491, 4.772, 7.277], [5.770, -2.412, -1.753], [-5.407, -4.941, -1.931], [-4.078, -1.830, -3.659], [-0.563, -3.559, -0.722], [4.267, -2.260, -5.606], [0.334, 2.148, -1.577], [-2.765, -1.248, -2.682], [1.735, 2.665, 6.120], [4.391, 0.676, -5.592], [3.393, 3.961, -6.096], [-1.784, -1.020, 3.838], [-4.257, 3.980, 4.722], [-1.150, 1.196, 2.873], [-1.906, 5.272, 5.322], [-1.198, -2.929, -4.098], [-1.493, 2.280, -0.438]]
}


Comparing the structures above, model two comes out on top by 80.8 kcal/mol.